ORCA calculation (wB97M-V/def2-TZVPD) on C20H22N2O4S2 in the gas phase.

Its net charge is 0. The structure (SMILES) is C[C@@H]1Sc2ccc(S(=O)(=O)CCC(=O)N(C)Cc3ccccc3)cc2NC1=O. As for the energy above the lowest of the compared OMol25 structures with the same formula, charge and spin: 0.0 kcal/mol. Its spin multiplicity is 1.

```
50
Properties=species:S:1:pos:R:3:forces:R:3
C 0.7394 -1.6302 -2.0793 0.075 0.102 -0.200
O -1.4969 3.8972 -2.1572 -0.406 0.056 -0.183
H -2.4461 1.2095 -2.1985 -0.110 -0.026 0.051
C 1.2890 -2.2509 -0.9740 -0.259 -0.006 0.082
C 2.1954 0.9700 0.8739 -0.059 0.075 0.016
H -0.7824 2.5574 0.7633 -0.073 0.099 -0.041
H 0.7524 -5.5139 3.3611 0.045 -0.074 -0.014
H 2.0266 2.3484 -1.4743 0.022 0.052 0.095
C 0.0305 -4.7226 3.5445 -0.008 0.110 -0.136
H 2.3156 -2.5813 -0.9764 0.124 -0.068 -0.069
H 0.3482 4.9755 0.5753 0.015 0.013 0.032
C -0.3585 1.7917 -2.3656 -0.067 0.366 0.043
H 0.4405 -4.0300 4.2756 0.006 0.017 0.096
C 1.5785 2.8776 -0.6264 0.047 -0.223 -0.051
N -1.5638 -2.1177 1.3745 -0.414 0.311 -0.127
H 1.2141 5.6265 -0.8371 0.004 0.017 0.044
N 0.4677 3.6850 -1.0733 0.232 0.259 0.155
H 3.1649 0.9728 0.3969 0.146 -0.012 -0.069
H -1.9865 1.8190 -3.7983 -0.071 -0.133 -0.127
C -0.0155 1.8635 1.0752 0.065 0.066 -0.102
C -1.3219 -2.8965 2.4677 0.166 -0.199 -0.129
O -0.3250 -0.4149 -4.5249 0.339 0.185 0.090
H -0.0260 1.1467 -1.5507 0.101 0.105 -0.072
C 1.9297 0.0734 1.8918 0.070 0.064 0.013
C -1.3583 -1.4212 -0.9160 -0.028 -0.097 0.091
C 0.3674 5.0168 -0.5156 -0.167 0.201 -0.063
H -2.3520 -1.4876 1.4548 0.127 -0.095 0.126
H -0.5554 5.4647 -0.8789 0.100 0.022 0.086
C 1.2294 1.8807 0.4618 0.034 0.029 0.060
S 1.2376 -3.2546 1.5583 -0.286 -0.150 0.213
H 2.3411 3.5599 -0.2368 -0.053 -0.069 -0.139
C 0.6888 0.0700 2.5071 -0.041 0.027 0.106
S -1.3229 -0.4513 -3.4903 -0.297 0.028 0.092
C -1.6499 1.2500 -2.9358 0.404 -0.710 -0.031
H 1.3073 -1.4610 -2.9794 0.135 0.006 -0.093
C 0.5211 -2.4612 0.1649 -0.065 -0.117 0.111
H -0.6718 -4.6823 1.4947 -0.047 0.067 0.098
C -0.8101 -2.0251 0.2108 0.355 0.056 -0.386
C -0.5853 -1.2348 -2.0434 -0.188 0.265 -0.350
C -0.2836 0.9610 2.0909 0.010 -0.037 0.111
H -2.3898 -1.1046 -0.9164 -0.209 0.010 0.056
O -1.9328 -2.7416 3.4981 -0.121 -0.016 0.266
H -0.8804 -5.1517 3.9545 0.001 -0.010 0.039
H 0.4026 1.7777 -3.1504 0.106 0.011 0.090
H 2.6908 -0.6244 2.2059 0.061 -0.076 0.035
H -1.2528 0.9641 2.5676 -0.099 -0.004 0.062
H 0.4810 -0.6233 3.3082 -0.025 -0.086 0.060
O -2.5700 -1.1085 -3.7714 -0.174 0.106 0.278
C -0.2916 -3.9907 2.2551 0.281 -0.029 -0.184
C -0.5306 3.2228 -1.8621 0.195 -0.488 -0.131
```
Forces are in eV/Å.

ORCA calculation (wB97M-V/def2-TZVPD) on a molecular structure, C33H78Br9O20P5 in a non-equilibrium geometry.

Its net charge is 0. As for the energy above the lowest of the compared OMol25 structures with the same formula, charge and spin: 10.0 kcal/mol. Its spin multiplicity is 1.

```
145
Properties=species:S:1:pos:R:3:forces:R:3
C -1.7789 -5.5435 -3.0601 0.424 -2.070 1.501
H 0.3622 5.1954 6.3627 0.155 -0.296 0.154
C 4.8118 -0.3432 -2.8736 -0.819 1.295 0.718
C -5.2532 -0.0597 1.2195 -1.984 0.938 -0.275
H -5.9741 -1.7351 5.5813 0.056 -0.227 -0.158
H -0.4411 2.9025 1.1292 -0.113 0.246 -0.328
H -0.0255 4.2332 -3.7299 -0.254 -1.324 0.459
C 1.3169 -1.9798 -2.5854 0.464 0.032 0.039
H -3.7297 -0.6121 -2.8733 0.182 0.231 -0.582
H 0.0075 -1.1264 -4.0517 0.040 -0.445 -0.344
O 3.0622 -6.4735 -2.2827 0.735 0.739 4.083
H 7.0326 -4.4863 -3.1570 0.018 0.061 0.118
H -1.6144 -0.2253 0.5910 -0.189 0.019 0.170
H 5.5996 -3.4285 -3.1183 0.017 -0.032 0.222
H 0.7228 3.5687 3.1014 0.187 0.075 -0.348
H -5.9180 -1.9604 -2.2519 0.570 0.341 0.472
H -5.3886 4.8726 2.9244 0.510 -0.177 0.484
C -5.4660 -1.0087 4.9470 -1.102 0.442 0.867
O -2.4038 -0.6004 3.8847 -1.342 0.058 -0.762
H -0.6662 3.7946 4.0121 -0.510 0.569 0.057
P -1.1719 6.4621 3.1285 -0.993 0.064 -0.169
C 4.4590 -0.3234 4.2007 0.403 1.033 0.310
H -0.7143 7.9149 5.9737 -0.278 0.297 -0.660
C -0.3225 6.9858 5.5598 1.998 1.405 1.505
H -5.9969 -0.7509 1.6159 -0.265 -0.179 -0.404
H -0.6522 -4.6849 -1.3977 -0.162 0.264 0.077
C 6.4693 2.7347 1.4226 -0.183 -0.750 0.544
O 1.0254 1.7447 -2.1501 0.963 0.381 -0.261
C 0.5284 3.8551 -4.5891 0.741 0.396 -1.714
H 0.3119 3.1006 -6.6828 0.278 0.287 0.281
C 1.8178 4.7149 -1.3699 -0.996 0.951 1.099
Br 3.6721 1.4907 4.6001 0.624 -1.210 -0.096
H 2.6023 -4.6152 1.4975 -0.035 -0.428 0.238
O 2.6142 3.8978 -2.2317 -0.912 -1.462 -0.342
H -1.1930 3.7365 -5.9977 0.238 0.691 0.010
H 4.9135 -1.1080 -2.1036 0.498 0.057 0.035
O -3.2693 -2.0949 1.9111 -1.448 1.580 2.499
C 1.7133 -4.4747 0.8827 -1.050 -0.019 2.284
H 2.1407 -1.3191 -2.8553 -0.229 0.269 -0.138
O 1.9516 -4.8828 -0.4146 2.282 -1.780 -3.041
O -0.1381 5.3324 2.6696 -0.848 0.843 -0.117
H -2.4112 -6.4303 -3.1038 -0.125 -0.069 -0.473
H 6.3658 -4.3427 -0.9111 -0.077 -0.094 0.535
P -3.5959 -1.0047 3.1043 -1.044 -0.272 -1.048
O -1.2448 6.2951 4.7967 -1.671 -0.737 -3.040
C -5.9793 1.2929 0.7611 1.368 -1.330 0.765
H 1.4813 -2.9118 -3.1263 0.169 -0.121 0.153
C -1.5633 -1.2909 0.3679 0.585 0.584 -0.914
P -1.8438 -3.1268 -4.1370 -0.937 -0.943 2.192
H 0.1503 -4.6490 2.3785 0.234 0.457 0.174
H -0.7954 -6.3758 -1.2675 -0.087 -0.327 -0.354
C -0.0363 -1.5112 -3.0328 -0.428 1.248 -0.118
H 0.7289 -6.1572 1.9403 0.071 -0.296 -0.622
H 0.5610 7.1828 4.9526 0.060 0.416 0.011
C 0.4808 -5.1941 1.4943 0.409 0.372 1.072
H -1.1388 -2.2375 2.2355 -0.639 0.391 0.652
C 2.3680 -5.7618 -3.2419 -1.327 0.293 -1.237
C -1.9396 -2.2207 1.4962 1.412 -1.146 -2.039
C 3.9787 0.8443 -2.1980 1.813 -1.689 -0.625
H 2.8839 6.4809 -1.7591 0.257 0.274 0.304
H -4.7786 5.3216 1.4046 0.182 0.502 -0.175
O -4.8114 -1.7396 3.9395 2.053 0.048 -2.285
Br 3.3461 -1.2992 0.7227 -0.800 1.398 0.582
H 1.0257 6.4772 7.3182 0.034 0.683 -0.512
H -0.5435 -1.4725 0.0286 0.523 -0.109 0.632
O 1.6678 2.9493 -4.3783 -0.250 -0.226 1.141
P 2.0767 2.4624 -2.9108 0.581 1.817 0.067
H -0.9616 -5.7029 -3.7635 0.378 -0.009 0.285
H 2.9631 -4.9247 -3.6069 0.574 -0.342 -0.730
H 4.0979 -0.6329 3.2199 0.244 0.231 0.206
Br 7.4482 3.6519 2.8542 -0.216 -0.132 -0.969
H -1.9984 3.5658 1.7185 -0.010 -0.197 -0.045
H 5.7535 0.0959 -3.2031 0.168 -0.349 0.211
H 5.8038 -5.9582 -1.2626 0.399 -0.148 -0.667
H -1.2622 2.0599 2.3687 -0.139 0.268 0.516
H 4.3830 -0.8452 -3.7408 -0.531 0.372 0.034
H -7.2513 0.2570 5.1290 0.158 0.089 -0.006
O -0.9473 -2.5859 -2.8717 -1.665 -1.727 -1.437
H -0.5579 -0.7091 -2.5108 0.856 0.373 0.549
H -5.9008 6.3520 2.3381 0.327 0.498 -0.228
H -0.4461 -5.2423 0.9228 0.510 -0.119 -0.597
C -6.5239 -0.0339 4.3711 1.092 -0.259 0.196
Br 7.4315 1.0859 0.8085 -0.417 1.377 -0.167
H -5.2095 1.9062 0.2928 -0.307 -0.014 -0.546
O -2.5585 -4.4942 -3.4930 -0.469 3.958 -0.773
O 4.3769 -4.5380 -1.1518 -2.912 -0.733 0.696
H 0.9468 5.2345 -1.7692 -0.151 -0.513 -1.425
C 0.1368 6.1855 6.7589 -0.243 -1.783 0.081
P 3.3125 -5.7594 -0.8208 0.684 -0.379 0.898
Br 2.9453 2.0376 1.1624 -0.636 -1.470 -0.161
O -0.8853 7.8150 2.5903 0.057 -1.526 1.071
C -1.3628 -5.4942 -1.5656 0.965 0.547 -0.533
Br 0.7708 -0.0701 2.5240 1.141 0.074 -0.531
H -3.8595 6.4402 4.1205 0.095 -0.377 0.085
H -7.0461 -0.5207 3.5474 -0.068 -0.079 0.113
C -3.8449 -1.6776 -3.0724 -1.151 0.539 1.023
H 2.9658 -7.1640 -4.6698 -0.185 -0.219 -0.297
C 2.6160 5.9104 -0.8697 0.602 -0.893 0.112
H 1.4188 -2.1588 -1.5150 -0.295 -0.167 0.035
O -3.0823 -2.0441 -4.2329 1.298 -1.550 -0.150
C -3.8000 6.4294 3.0321 -1.187 1.245 -0.295
Br 3.8486 -1.6144 5.4759 0.156 0.137 -0.141
H -5.4693 -3.0480 -3.4600 0.034 -0.011 -0.390
O -4.3935 0.2196 2.2903 2.597 -0.873 1.805
O -2.6081 5.8813 2.5456 2.835 -0.906 1.388
H -0.6445 2.2576 -5.4879 0.397 -0.272 0.240
C -0.2532 3.2376 -5.7608 -0.932 -0.365 0.744
C 5.6741 -4.9104 -1.5335 1.452 0.724 0.646
C 5.9671 -4.4377 -2.9324 -0.273 -1.207 -0.702
H 0.9656 4.8064 -4.8924 0.379 -0.080 -0.452
H -2.0161 -1.4777 -0.6059 -0.983 -0.089 0.315
H -0.6256 6.0172 7.5195 -0.324 0.211 -0.165
C -1.0710 3.0687 2.0031 0.576 0.886 -0.207
O -1.0836 -3.4702 -5.3402 -0.425 0.906 0.117
H 1.4196 -6.3403 -5.0481 0.107 -0.169 -0.346
H -6.3235 1.9036 1.5958 -0.065 -0.432 0.310
C -5.0013 5.7381 2.3869 -0.400 -0.650 0.218
H 1.5403 -5.1799 -2.8366 -0.654 -0.662 0.301
H 2.0627 6.5107 -0.1475 -0.340 0.016 -0.309
H -6.8442 1.0459 0.1453 0.306 0.157 -0.297
O 3.8120 -6.7668 0.1798 -1.071 2.018 -1.754
H 1.4703 0.2778 0.1532 0.129 0.103 0.144
H -3.7349 7.4754 2.7324 -0.580 0.252 -0.013
H 5.4719 -5.1315 -3.6117 -0.061 0.205 -0.412
H -1.9014 -3.2120 1.0447 -0.026 -0.265 0.135
Br 5.6548 3.8857 0.0306 1.023 -0.778 0.840
H 1.4393 -7.7071 -3.9473 0.099 0.308 0.597
H -5.9801 0.8191 3.9653 -0.440 0.211 0.097
H 1.3120 4.1800 -0.5661 0.705 -0.644 0.233
H -4.6957 -0.5700 5.5812 -0.191 0.544 0.022
H -2.1738 -5.4135 -0.8419 -0.337 0.151 -0.390
C -5.3584 -1.9987 -3.1865 0.294 -0.741 -0.155
Br 6.4515 -0.1678 4.1363 -1.416 -0.187 0.078
H -4.7227 -0.5441 0.3997 0.018 0.167 -0.087
C -0.2917 3.9544 3.0010 0.265 -1.867 0.653
H -3.4556 -2.1017 -2.1468 0.133 -0.634 -0.263
C 2.0055 -6.8345 -4.2731 0.144 1.394 -0.659
C 2.0572 0.2491 1.0713 0.139 -0.027 -0.205
H 5.6487 2.2779 1.9758 -0.027 0.297 -0.363
H 4.6990 1.4299 -1.6267 -0.065 -0.060 0.236
H 3.4949 5.5728 -0.3205 0.242 0.137 -0.239
O 3.4766 1.7039 -3.2114 -2.304 0.904 -0.028
H -5.9548 -1.3801 -3.8572 0.514 0.037 -0.354
H 1.5678 -3.3968 0.9541 -0.277 0.058 -0.661
H 3.2404 0.4388 -1.5062 -0.352 0.223 -0.409
```
Forces are in eV/Å.

ORCA calculation (wB97M-V/def2-TZVPD) on a molecular structure, C28H42Cl2F20HfN2O22P2S4 in a non-equilibrium geometry.

Its net charge is 0. Its spin multiplicity is 1.

```
123
Properties=species:S:1:pos:R:3:forces:R:3
S -1.4047 -0.4956 -0.7095 -7.118 -3.764 -4.072
H -2.6787 0.0465 5.7823 0.370 0.534 -0.608
H 0.6713 -6.6795 3.9387 -1.294 0.183 -0.599
O -3.0381 2.2243 -5.2751 -0.149 0.180 0.195
F -3.5864 -5.2716 1.6751 0.768 -0.037 -0.133
H 1.9818 3.3358 0.1443 0.210 0.007 -0.036
H -2.2155 0.7736 7.3153 -0.085 0.053 0.016
F 2.3082 -2.6882 -0.1066 -0.107 1.956 -0.696
F 4.0560 -4.5692 1.8559 -0.792 0.455 -0.721
O -4.4082 3.7397 -3.3258 0.585 0.338 0.004
H 0.9744 2.4045 -2.1200 -0.068 -0.467 -0.098
F 0.5830 -8.1993 -1.1234 -0.185 -0.228 0.114
C 1.4549 2.0625 -3.0331 0.690 -0.320 -0.746
N -0.3696 -1.3644 0.2161 0.727 3.738 -0.590
Cl 0.2884 2.2176 -4.3926 -0.100 0.140 0.212
F 1.9649 -4.5371 0.7281 -1.409 -2.746 0.548
C 1.1017 -6.9855 -1.2154 -0.969 -0.602 0.102
H 1.3562 -0.1400 -3.2392 0.016 0.584 -0.124
F -1.7959 -4.0209 2.4479 1.527 -0.284 0.980
C -2.4751 3.5808 -2.0396 -0.265 -0.034 0.144
O 1.7857 0.3932 5.1387 0.662 0.708 0.395
C 1.6154 1.4455 6.0764 -1.456 0.384 -0.080
H 2.7833 3.7645 1.6416 0.549 1.084 -0.143
O -0.4306 -5.5754 0.6729 0.662 -0.279 0.979
C 2.4224 7.6726 0.2198 0.703 -1.028 0.605
C -3.0559 -1.0910 -6.5782 -0.094 -0.179 -1.064
H 1.7318 6.6001 1.9343 0.261 0.120 0.293
P 3.3037 -3.5731 0.8542 1.504 -0.657 -1.404
Hf 0.0376 -3.3263 1.0028 -0.033 -2.587 0.964
S 0.6203 0.0650 0.2899 6.101 -0.458 3.259
C -1.1324 4.0121 -1.7268 -0.761 -1.026 -0.510
C 1.9783 4.0561 0.9640 -1.565 -1.168 -0.572
Cl 3.4867 0.5241 -4.1013 -0.478 -0.026 -0.015
F 1.5660 -3.1330 -4.5920 -0.138 -0.111 -0.352
F 1.5532 -6.8109 -2.4215 0.248 0.424 0.029
O 3.2440 7.3766 -0.8904 -1.319 0.603 -0.006
H -0.6334 -4.1679 4.6059 0.030 -0.670 0.110
C -2.5769 5.1873 -3.9341 -0.228 0.439 0.450
H 2.4211 0.4835 -1.9804 1.050 0.278 -2.234
H 1.0460 3.8137 1.4851 -0.009 0.176 0.237
H 2.2729 2.7440 -3.2590 -0.105 0.158 0.026
O -3.2877 -3.1254 -5.4117 -0.124 0.142 -0.500
H 2.1413 1.3830 3.3320 -0.330 -0.047 0.077
O -0.4541 3.3463 -0.9671 0.564 0.887 0.303
H 2.4357 1.5265 6.7921 0.135 -0.163 -0.015
F 2.3799 -2.9833 2.0726 0.570 1.123 1.026
F -2.8374 -2.1481 1.7653 -0.238 -0.158 -0.170
S -0.4284 -5.8464 -0.7830 -0.336 2.107 0.570
N -0.0062 -4.1905 -1.1064 -0.367 -3.103 -1.279
H 0.0986 1.8842 7.5852 -0.165 0.314 -0.186
H -4.2144 -1.6518 -3.3792 0.264 -0.241 0.027
F 1.6072 -2.0331 -2.7522 0.147 -0.294 0.368
O -0.8886 -0.2206 -2.0101 0.738 0.659 1.110
C -3.7043 0.2043 -4.1769 -0.144 0.155 -0.303
H 2.8864 8.4618 0.8211 -0.229 0.231 0.029
O -3.0025 -1.7404 -7.7548 0.123 0.211 0.120
H 0.7595 5.3065 -1.2097 0.610 0.085 -0.114
C 2.9711 8.1444 -2.0475 1.384 -1.052 -1.531
O 1.8523 5.3294 0.3515 0.910 -0.049 0.286
C -0.6217 5.2019 -2.4843 0.631 0.534 0.209
C -3.1340 4.1223 -3.0587 -1.271 -0.581 0.140
C 2.6319 0.7299 4.0633 0.108 -0.148 -0.970
O 0.1599 1.1695 1.0633 -0.775 -1.083 -0.590
O 0.0006 -2.0624 2.9776 -0.946 -0.093 1.195
S -0.1495 -4.0266 -2.7490 -0.503 2.961 -2.023
H 3.6408 9.0036 -2.1219 -0.330 0.334 0.250
P -3.2430 -3.7293 1.6964 -2.031 0.866 1.060
C -2.8743 0.2310 -6.5215 0.317 0.253 -0.744
H 1.1024 -6.4586 2.1633 0.054 -0.244 0.213
C -1.3199 5.7483 -3.4935 0.578 -0.070 -0.627
H 1.3902 7.9360 -0.0209 0.070 0.100 -0.402
F 3.8368 -4.2886 -0.4891 0.349 0.391 1.352
H 1.4661 2.4319 5.6243 0.351 -0.112 -0.565
H 1.0635 -4.4998 5.1026 0.086 0.156 0.029
H 0.2896 -2.1194 5.1477 -0.732 0.462 -0.453
H -2.5633 0.7206 -7.4358 -0.112 0.267 0.096
C 2.0462 0.6586 -2.9871 1.013 0.753 -0.775
C 0.4214 -4.0762 4.3318 -0.957 1.070 -0.147
H -2.8992 2.7803 -1.4479 0.030 -0.001 0.057
O 1.5336 0.2876 -0.7888 -3.135 -0.609 2.532
O -0.2685 -5.2496 -3.4816 0.553 -0.456 1.038
C -0.8402 -0.9514 3.4137 -0.436 1.546 -1.488
H 0.5601 0.2293 7.3689 -0.620 -0.402 -0.067
C -1.8318 0.2545 6.4327 0.577 -0.282 1.067
O 0.6364 -4.7241 3.0886 -0.370 0.923 -0.597
O -1.6320 -6.4442 -1.2703 1.429 0.478 -0.026
H 3.4037 6.1571 1.4353 0.062 0.045 -0.005
O -2.3131 0.3803 -0.0628 1.256 0.350 0.672
H 3.5764 1.2400 4.2756 -0.028 -0.168 0.747
H -1.4568 -0.7177 6.7739 -0.104 -0.121 0.102
C -3.7481 -1.1453 -4.2136 -0.336 0.566 0.481
H -1.2425 -0.4722 2.5229 -0.310 -0.386 0.012
H 3.2853 7.4727 -2.8554 0.209 0.167 -0.074
O -0.7349 0.9698 5.8785 -0.410 0.093 -0.015
H -4.6625 4.1978 -4.1468 0.035 -0.020 -0.121
H 2.8727 -0.2059 3.5581 0.037 0.051 -0.043
C 0.5993 -2.5539 4.2000 2.515 -1.550 -0.236
H -1.6519 -1.2509 4.0703 0.123 -0.477 -0.111
H -0.9052 6.5315 -4.1140 0.063 0.118 0.183
F 2.4729 -4.0328 -2.8461 0.349 0.131 -0.056
F -4.4726 -3.4516 0.7357 0.361 0.403 0.787
C 1.1234 -6.0502 3.1633 1.118 -0.551 1.200
F -3.9152 -3.5705 3.1550 -0.120 -0.058 -1.047
C -3.3463 -1.9110 -5.3845 -0.372 0.094 1.267
C 1.5113 -3.2325 -3.2893 -0.986 -0.991 0.852
H -0.2591 -0.1487 3.8666 0.450 -0.561 0.347
C 2.4022 6.4152 1.0874 -0.683 0.123 -0.076
C -3.1661 1.0239 -5.3400 0.341 -1.201 -0.045
H 1.9549 8.3645 -2.3808 -0.354 0.142 1.120
O 0.5785 5.6599 -2.1085 -0.681 -0.203 0.135
H 2.1175 -6.0631 3.6323 0.467 0.477 -0.911
F 4.4595 -2.4957 0.9280 -1.207 -0.328 0.029
F 2.0429 -6.8610 -0.3133 0.119 0.354 0.061
H 1.6481 -2.2708 4.1008 0.047 -0.195 0.167
F -2.2310 -3.8006 0.4029 0.802 -0.005 -1.647
O -1.1406 -3.0300 -2.9940 0.360 0.133 0.123
O -3.2538 5.5993 -4.8581 0.112 -0.185 0.026
H -4.1237 1.8678 -3.2885 -0.011 -0.245 -0.366
H -3.3411 -2.6407 -7.6414 0.290 -0.118 0.301
F 1.6679 -0.6931 1.2533 -0.786 0.334 0.603
O -4.1962 0.8995 -3.1581 0.062 -0.068 0.397
C 0.3118 1.1422 6.8121 0.914 -0.692 0.202
F -2.3864 -1.7398 -1.0274 0.923 0.846 0.491
```
Forces are in eV/Å.

Listing HOMO-LUMO gap for the structures above in their given order: 8.990 9.312 6.607 eV.